1.
Density functional theory data (the ωB97M-V functional and the def2-TZVPD basis) for an isolated ion of composition C5H9N2OS and charge +1 at a distorted geometry.

Results
lowest unoccupied orbital energy: -0.1459 Ha
net charge: +1
Kohn-Sham gap: 0.3120 Ha
highest occupied orbital energy: -12.46 eV
total energy: -778.54631 hartree

The geometry in XYZ format:
```
18
Properties=species:S:1:pos:R:3:forces:R:3:mulliken_charge:R:1
O -1.195 -1.699 1.960 0.8 2.8 -1.5 -0.4355
C 1.034 0.489 -1.016 -0.5 -0.4 0.5 -0.7805
N -0.229 0.825 -0.499 2.5 1.9 -0.9 0.0729
C -0.352 -0.793 1.322 -0.5 -1.8 1.5 0.1685
H 1.477 -0.049 1.078 0.1 -0.1 0.8 0.3709
C -0.913 1.857 -1.225 0.0 2.0 0.0 -0.9339
C -0.862 -0.243 0.047 -3.3 -2.2 1.2 0.2134
H 1.689 1.189 -1.420 0.8 1.6 -0.2 0.4165
H 1.133 -1.000 2.571 1.1 -0.2 0.6 0.2183
H -0.434 2.889 -1.044 -0.4 -1.6 -0.2 0.3176
H -0.788 -2.392 2.477 0.7 -0.2 0.3 0.3602
H -2.031 -0.264 0.066 2.2 0.1 -0.3 0.5040
H -1.877 1.926 -0.701 -0.2 0.2 -1.1 0.3622
S -0.091 -1.765 -0.698 -0.8 -1.3 -0.6 -0.0969
H 2.139 -1.362 -1.276 1.8 -0.4 -0.9 0.4825
C 1.298 -0.795 -1.081 -1.5 -0.7 0.3 -0.2784
H -0.858 1.670 -2.335 -0.8 0.2 1.1 0.3317
N 0.859 -0.484 1.772 -1.9 0.2 -0.5 -0.2933
```
Forces are in eV/Å.

=====

2.
Density functional theory data (the ωB97M-V functional and the def2-TZVPD basis) for C5H9N3 as an isolated structure at a distorted geometry.

Results
lowest unoccupied orbital energy (alpha / beta): -0.0546 / -0.0546 Ha
net charge: 0
Kohn-Sham gap (alpha / beta): 0.2627 / 0.2627 Ha
highest occupied orbital energy (alpha / beta): -8.64 / -8.64 eV
total energy: -359.98839 hartree

The geometry in XYZ format:
```
17
Properties=species:S:1:pos:R:3:forces:R:3:mulliken_charge:R:1
C -0.909 -1.365 0.066 2.1 0.6 -0.3 -0.6319
C 0.992 -0.993 0.228 -0.8 -2.1 -0.2 -0.3025
H -1.083 -2.137 0.808 0.0 -0.1 -0.2 0.3147
N 0.717 1.354 1.161 0.1 -0.4 -1.5 -0.7120
H -0.939 -1.622 -0.987 -0.1 -0.2 0.1 0.3117
H -2.026 1.471 1.297 -0.1 -0.1 -0.2 0.2320
H 0.002 1.672 1.823 0.1 -0.7 0.2 0.2689
H 1.267 1.473 -1.472 -0.1 0.2 -0.1 0.3647
N 1.759 -1.324 -0.745 -0.7 -0.2 0.2 -0.6205
N -2.215 0.494 1.043 0.2 -0.5 -0.3 -0.7512
H -0.462 1.983 -1.383 0.1 0.0 0.3 0.3226
H 2.515 -1.933 -0.427 0.3 0.6 0.1 0.2572
C 0.244 1.159 -1.272 1.0 -0.9 -0.1 -1.2276
H -0.013 0.384 -1.994 0.0 -0.1 0.0 0.3340
C -1.236 -0.002 0.412 0.6 1.8 0.9 0.4632
H 1.205 -1.248 1.274 0.0 0.2 -0.1 0.4587
C 0.183 0.634 0.169 -2.7 2.0 1.0 0.9181
```
Forces are in eV/Å.

=====

3.
Density functional theory data (the ωB97M-V functional and the def2-TZVPD basis) for a 2-piece molecular cluster, C5H9N3 overall at a distorted geometry.

Results
lowest unoccupied orbital energy: 0.0400 Ha
SMILES: Cc1cn[nH]n1.C=C
net charge: 0
Kohn-Sham gap: 0.3971 Ha
highest occupied orbital energy: -9.72 eV
total energy: -360.09547 hartree

The geometry in XYZ format:
```
17
Properties=species:S:1:pos:R:3:forces:R:3:mulliken_charge:R:1
N 0.069 -0.185 -0.690 1.4 -2.3 1.2 -0.3563
N 0.152 1.534 -2.053 0.2 0.2 -0.3 -0.6832
H -2.307 -1.467 0.357 -0.5 0.2 0.0 0.1985
C 1.351 1.386 -1.495 0.2 -1.5 -0.5 -0.2669
C 1.346 0.212 -0.666 -1.0 1.7 -0.4 0.4872
H -3.306 0.042 0.532 -1.7 1.9 -1.1 0.3169
H -2.013 0.455 2.630 -0.5 1.9 1.4 0.2935
H 2.200 1.868 -1.947 0.0 0.6 0.4 0.3649
H 2.899 -1.204 -0.383 0.7 -1.6 -1.3 0.2667
H 1.803 -1.018 0.972 1.1 0.6 -0.6 0.2409
C -1.963 -0.393 2.056 0.2 -1.3 -0.8 -0.4621
H -1.381 0.280 -1.843 -4.7 -1.0 -1.7 0.1975
H 3.215 0.137 0.561 -0.9 0.1 0.1 0.2988
N -0.566 0.563 -1.517 4.7 2.4 1.4 0.4062
C -2.584 -0.567 0.912 1.7 -2.4 0.5 -0.5510
C 2.392 -0.486 0.164 -1.6 0.9 1.7 -0.9498
H -1.307 -1.156 2.410 0.6 -0.3 0.1 0.1984
```
Forces are in eV/Å.

=====

4.
Density functional theory data (the ωB97M-V functional and the def2-TZVPD basis) for one molecule with the formula C5H9N3 at a distorted geometry.

Results
lowest unoccupied orbital energy: 0.0332 Ha
SMILES: N[C@@H]1C=NN2C[C@H]2C1
net charge: 0
Kohn-Sham gap: 0.3312 Ha
highest occupied orbital energy: -8.11 eV
total energy: -359.93653 hartree

The geometry in XYZ format:
```
17
Properties=species:S:1:pos:R:3:forces:R:3:mulliken_charge:R:1
C -1.060 -0.283 -0.185 -1.4 2.7 1.2 -0.9158
C 0.250 1.599 -2.034 -1.5 -0.9 -0.1 -0.2079
C -0.551 1.118 -0.835 1.7 -2.0 4.6 -0.2613
H -1.436 -0.934 -0.869 -0.3 -2.0 -2.6 0.4009
N 1.854 0.505 -0.115 -0.4 0.7 2.4 -0.7190
N -0.592 -1.565 1.721 1.7 -3.8 5.7 -0.6376
H -0.485 -0.888 2.535 -0.6 -1.3 -0.9 0.3115
H -0.671 1.807 0.113 0.9 -0.5 -2.2 0.1823
H 0.051 -2.487 2.067 -2.3 3.2 -1.0 0.3261
H 0.398 2.651 -2.160 0.7 0.9 1.0 0.3044
H 1.777 -0.199 1.980 0.0 -0.3 -2.4 0.2741
C 0.035 -0.976 0.669 2.6 0.6 -5.2 0.2515
H -0.229 1.362 -3.038 1.6 -1.1 0.9 0.1848
C 1.355 -0.219 0.898 -0.6 1.4 -1.5 -0.2555
H 0.302 -1.747 -0.155 0.3 0.6 1.6 0.2569
N 0.947 0.670 -1.130 -3.2 -0.3 -0.6 0.1569
H -1.947 -0.415 0.538 0.7 1.9 -0.8 0.3476
```
Forces are in eV/Å.

=====

5.
Density functional theory data (the ωB97M-V functional and the def2-TZVPD basis) for one molecule with the formula C5H9N3 at a distorted geometry.

Results
lowest unoccupied orbital energy: 0.0119 Ha
SMILES: [H]/N=C\N=C/N(C)C=C
net charge: 0
Kohn-Sham gap: 0.3194 Ha
highest occupied orbital energy: -8.37 eV
total energy: -359.96042 hartree

The geometry in XYZ format:
```
17
Properties=species:S:1:pos:R:3:forces:R:3:mulliken_charge:R:1
H 0.552 2.405 -0.433 -1.2 -2.4 1.0 0.1824
C 0.033 -0.938 0.388 3.9 -3.4 0.5 -0.0557
N -0.933 1.488 -1.372 -0.8 -2.3 0.3 -0.5151
C 0.964 -1.964 0.850 -2.7 0.0 -2.6 -0.9255
C 1.614 0.478 1.254 0.9 -0.3 -2.1 -0.7899
H -1.527 -0.829 -2.174 0.3 3.8 2.0 0.3669
H 1.227 0.328 2.267 -0.1 0.3 -0.3 0.3572
H 0.205 -2.759 0.956 1.6 -0.8 0.1 0.2680
C -0.094 1.395 -0.433 4.0 2.6 -0.5 0.3186
H -3.249 1.613 -1.152 0.8 -3.6 -1.8 0.2849
C -1.757 0.347 -1.589 -3.1 -1.5 -3.1 -0.0956
N 0.478 0.325 0.234 1.0 2.0 1.6 -0.0136
H -0.969 -1.148 0.061 -0.4 -0.4 0.6 0.5245
H 2.068 1.512 1.104 -0.2 -1.7 0.2 0.2963
H 2.207 -2.245 0.634 -4.3 1.2 1.1 0.2174
H 2.224 -0.536 1.019 -0.5 3.9 0.7 0.1339
N -3.043 0.527 -1.613 0.9 2.6 2.2 -0.5545
```
Forces are in eV/Å.

=====

6.
Density functional theory data (the ωB97M-V functional and the def2-TZVPD basis) for one molecule with the formula C5H9N3 at a distorted geometry.

Results
lowest unoccupied orbital energy: 0.0369 Ha
net charge: 0
Kohn-Sham gap: 0.2902 Ha
highest occupied orbital energy: -6.89 eV
total energy: -360.06219 hartree

The geometry in XYZ format:
```
17
Properties=species:S:1:pos:R:3:forces:R:3:mulliken_charge:R:1
C 0.352 -1.477 0.203 -3.8 1.7 0.3 -0.7274
C 0.471 0.837 -0.038 -4.6 -1.1 0.9 0.5615
C -2.441 0.682 -0.095 1.1 1.5 -0.9 -0.9176
N -1.306 0.098 0.499 3.3 1.5 0.0 -0.3392
H -1.736 -1.985 0.387 0.3 0.5 0.1 0.3516
N 1.094 -0.295 -0.050 2.4 -2.3 0.0 0.0466
C -0.986 -1.173 0.372 1.3 -2.2 -0.2 0.0268
H 2.973 -1.354 -0.341 -0.8 0.3 0.4 0.3176
H 0.608 -2.478 0.304 1.7 -1.1 -0.2 0.4011
H 3.054 0.302 -0.829 -0.8 -0.1 1.0 0.3063
H 2.899 -0.118 0.984 0.1 -0.1 -1.0 0.3137
H -0.101 2.775 -0.375 1.8 -2.3 0.8 0.2795
H -2.172 0.774 -1.154 -0.6 0.6 -0.2 0.3107
H -2.632 1.667 0.361 -0.1 -0.3 -0.3 0.2239
H -3.295 0.075 -0.053 -1.4 -0.9 0.3 0.4071
N 0.646 2.028 -0.117 -0.5 4.0 -0.9 -0.6108
C 2.572 -0.359 -0.058 0.7 0.3 -0.1 -0.9513
```
Forces are in eV/Å.

=====

7.
Density functional theory data (the ωB97M-V functional and the def2-TZVPD basis) for a 2-piece molecular cluster, C5H9N3 overall at a distorted geometry.

Results
lowest unoccupied orbital energy: 0.0226 Ha
net charge: 0
Kohn-Sham gap: 0.3405 Ha
highest occupied orbital energy: -8.65 eV
total energy: -360.03959 hartree

The geometry in XYZ format:
```
17
Properties=species:S:1:pos:R:3:forces:R:3:mulliken_charge:R:1
N -3.869 0.024 -0.011 2.8 0.2 0.2 -0.4430
C 0.596 1.569 -0.063 0.5 3.0 2.2 -0.5027
H 1.038 1.744 1.061 -1.1 -0.9 -2.3 0.2240
H 1.598 -0.366 -0.162 1.9 -0.5 0.8 0.4366
N -0.866 1.748 -0.130 2.1 -6.4 -1.4 -0.2871
H 0.660 -2.163 -0.604 -0.5 -0.5 0.8 0.4449
C 0.872 0.202 -0.634 -2.2 1.0 -3.5 -0.4727
H -1.252 0.235 1.907 -0.1 0.2 -3.1 0.1614
N -0.393 -0.483 -0.416 -1.8 1.3 1.0 0.1105
C -2.709 0.164 0.079 -4.6 -0.6 -0.5 -0.0749
C -0.263 -1.866 -0.072 -0.1 0.2 -1.1 -1.1101
H 0.992 0.186 -1.833 0.4 0.4 2.6 0.2164
H -0.373 -2.100 0.963 1.0 0.2 1.4 0.3350
H 0.930 2.458 -0.602 0.8 -0.5 -0.2 0.2998
H -1.080 -2.425 -0.447 -0.8 -0.6 -1.1 0.3353
C -1.342 0.417 0.229 3.4 0.4 2.4 0.1727
H -1.276 2.516 0.216 -1.7 3.1 1.9 0.1541
```
Forces are in eV/Å.

=====

8.
Density functional theory data (the ωB97M-V functional and the def2-TZVPD basis) for C5H9N3 as an isolated structure at a distorted geometry.

Results
lowest unoccupied orbital energy (alpha / beta): 0.0126 / 0.0126 Ha
net charge: 0
Kohn-Sham gap (alpha / beta): 0.3258 / 0.3258 Ha
highest occupied orbital energy (alpha / beta): -8.52 / -8.52 eV
total energy: -360.04988 hartree

The geometry in XYZ format:
```
17
Properties=species:S:1:pos:R:3:forces:R:3:mulliken_charge:R:1
H 1.198 0.792 -0.907 -2.3 1.6 0.6 0.4491
H 0.308 0.505 1.834 0.2 0.0 -0.2 0.3882
H 1.608 -2.074 0.125 -0.1 0.0 0.0 0.2876
H 1.882 -0.703 -1.690 -0.1 -0.3 0.0 0.3058
H -1.582 1.908 1.170 0.0 0.0 0.0 0.2911
N 0.028 1.393 -0.903 2.8 -0.4 -0.7 -0.8758
C -1.341 -0.600 -1.101 0.2 -0.6 -0.2 0.2220
C -0.862 0.511 -0.321 0.2 -1.1 2.5 0.7936
N 2.015 -0.239 -0.796 0.3 -1.1 0.7 -0.5194
C 1.827 -1.014 0.225 0.8 0.5 -1.2 -0.3777
H -2.636 0.440 0.985 0.0 0.0 0.0 0.2946
H -0.099 1.389 -1.912 -0.3 0.2 0.0 0.3237
C -0.493 -0.004 1.323 -0.8 0.7 -1.6 -1.0157
N -1.597 -1.504 -1.768 -0.1 0.2 0.1 -0.5029
H -0.696 -1.022 1.622 0.0 0.0 -0.2 0.3262
C -1.638 0.859 0.908 -0.4 0.1 0.0 -0.7468
H 2.078 -0.639 1.206 -0.2 0.1 0.1 0.3566
```
Forces are in eV/Å.